132
Properties=species:S:1:pos:R:3:forces:R:3 method="wB97M-V/def2-TZVPD" spin_multiplicity=2 lumo_ev="3.1 / 3.1" total_charge=-2
C -1.6422 -0.2753 2.7324 0.4 -0.1 0.2
C 3.2127 -3.6855 -1.4504 0.4 -0.3 0.4
C -0.0397 -3.3601 3.2405 -0.1 0.1 -0.3
S 0.0881 -0.7483 2.3362 -0.4 -0.1 -0.5
H -1.8429 -1.4560 4.5046 0.0 0.0 0.1
H -5.0612 1.2285 3.6284 -0.1 0.0 0.0
S 0.9906 1.1631 -0.4971 0.2 1.0 -0.5
C -2.0906 4.7364 4.0331 0.0 0.0 0.0
C 5.5195 0.9412 -0.7916 0.0 -0.2 0.1
C 0.2597 2.6360 -1.1743 0.0 -0.1 0.1
H -2.8797 3.0695 5.1238 -0.1 0.0 0.1
H 3.5193 3.7219 -4.2817 0.0 0.0 0.0
N 0.6525 0.5232 -3.0768 0.2 -1.4 0.6
H 2.7646 -0.8387 0.0478 0.1 -0.1 0.0
H 1.5878 -0.8456 4.7940 0.0 0.0 0.1
H -1.5520 -1.8460 -2.6159 -0.1 -0.1 -0.1
H 6.5959 0.8518 -0.8392 0.1 0.0 0.0
C 0.1671 2.8435 -2.5475 -0.1 0.1 0.2
H 1.0580 2.0877 5.4833 -0.1 0.0 0.1
C -4.0288 -4.7628 -0.3592 0.2 0.2 0.0
C -1.3210 4.3881 -0.7552 0.0 0.0 -0.1
H -2.8070 -7.1894 -4.3985 0.0 0.0 0.0
C -0.5158 3.3724 -0.2873 0.1 -0.1 0.2
N -1.5443 -1.6069 -3.6004 0.1 0.0 0.3
C 3.7955 2.5672 3.5674 -0.4 -0.2 -0.3
Hg 0.3578 -2.5464 -0.6591 -0.6 -1.1 -0.6
H -4.3584 -2.5238 2.1823 0.0 0.1 0.1
C 4.9004 2.1314 -1.1401 -0.1 0.2 0.0
H 1.9254 3.7228 -5.0930 0.0 0.0 0.0
C 2.0793 2.3290 5.2371 0.0 -0.1 0.0
O -4.0973 3.7502 -6.2331 0.3 -0.1 0.2
C -2.6748 2.2594 -4.6369 -0.3 0.8 -0.2
H 2.1101 -2.7006 6.3780 0.1 0.0 0.0
H 0.7496 4.6484 2.1860 0.1 0.1 -0.1
S 1.2496 1.9210 2.6279 0.0 -0.3 0.2
H 3.9808 1.3990 -4.4910 0.1 0.0 -0.1
C 2.4514 3.5477 -4.1410 0.0 0.0 0.2
H -0.0966 -5.3913 3.8907 0.0 -0.1 -0.1
O -3.5849 4.6458 -4.0189 0.1 -0.2 -0.1
C -0.0491 4.3350 2.8418 0.2 -0.1 0.0
C -1.0602 2.5703 4.1235 0.1 -0.1 0.1
C 1.2159 -1.8460 4.6325 0.0 0.1 0.1
S 2.1089 -2.7906 -2.4328 -0.2 0.6 -0.5
H 5.0051 3.2428 6.6538 0.0 0.0 0.0
C 0.4351 -2.0903 3.5180 0.0 0.6 -0.1
C 2.7752 1.1633 -0.6802 0.3 -0.4 -0.1
H -2.0592 5.3772 -2.5192 0.0 0.1 0.0
C -3.5306 -0.1563 4.1942 0.0 0.0 0.1
N 2.2698 2.1974 -3.6418 -0.5 -0.2 0.0
C 2.9795 -4.2969 -0.2667 0.3 0.0 -0.4
H -1.0401 1.5479 4.4677 -0.1 -0.1 0.0
C -2.2973 -6.4068 -3.8484 0.2 0.2 0.2
C -2.2120 0.6793 1.9050 0.2 -0.2 -0.1
S -3.0890 3.9218 -5.1897 -0.6 0.1 -0.5
C -2.1849 -4.8635 -1.9909 -0.9 -0.3 0.5
H 1.2614 -4.9741 5.9127 0.0 0.0 0.0
H -0.6547 -6.2149 -5.2012 0.1 0.0 -0.1
C -1.1129 -5.8753 -4.2841 -0.3 -0.4 -0.2
C -2.2952 -0.7014 3.8753 0.1 -0.1 0.0
H -2.1811 -1.8334 1.2345 -0.1 -0.1 -0.1
H -1.9175 4.9573 -0.0559 -0.1 0.1 0.0
H -4.0418 -0.4817 5.0913 0.0 0.0 0.0
C 1.0296 -4.1604 5.2371 -0.1 0.0 0.0
C -1.3831 4.6408 -2.1184 0.0 0.1 0.2
H 4.0715 2.5130 2.5245 0.1 0.0 -0.2
H -1.6780 0.9720 1.0114 0.0 0.1 -0.2
C 3.3836 -0.0230 -0.3030 -0.5 -0.1 -0.1
H -1.0608 6.2152 2.8685 0.0 0.1 0.0
H 3.0365 3.1885 -1.3209 0.0 0.1 0.0
C -2.0809 3.4294 4.4925 -0.1 0.1 0.1
H -1.0122 -0.4218 -5.8441 0.0 -0.1 -0.2
C 2.9846 2.6740 6.2221 0.1 0.0 0.1
C -2.8746 -5.9155 -2.6549 0.0 -0.2 -0.3
C -2.5700 0.5152 -2.9978 0.1 -0.1 0.0
C -4.6064 -4.1185 0.7605 -0.7 -0.6 0.0
H -5.5652 -4.4518 1.1308 -0.1 -0.1 0.0
C -1.0626 5.1945 3.2212 -0.1 0.1 0.0
C 4.7026 2.9044 4.5565 0.1 0.0 0.2
C -2.9646 1.7888 -3.3741 -0.1 0.0 0.0
H 0.4586 -4.4512 -3.8292 0.1 0.0 0.0
C 0.2608 -4.3968 4.1082 0.0 0.0 0.1
S 4.8608 -3.7946 -2.0687 0.0 0.0 -0.1
N 0.8244 0.4496 3.1043 0.4 0.5 0.3
C -4.1012 0.8027 3.3734 -0.1 0.0 0.0
C 4.2980 2.9689 5.8826 0.0 0.0 -0.1
H 0.3410 1.9660 -4.4853 0.1 0.0 0.3
H -0.6235 -3.5334 2.3477 -0.1 -0.1 -0.1
O -1.8152 4.4469 -5.7062 -0.2 0.0 0.0
N -2.1436 -3.2537 -0.2293 1.3 0.2 -0.9
N 0.6995 0.1305 -1.9183 0.0 0.0 -1.4
C -4.0895 -6.3992 -2.1400 -0.2 -0.1 -0.1
C 0.8390 1.9003 -3.4977 0.1 1.4 -0.2
O 6.6793 -5.1989 -0.7781 0.6 -0.1 0.0
H 5.5075 2.9690 -1.4580 -0.1 0.1 0.0
C -0.0620 3.0220 3.2824 0.1 -0.4 -0.1
H 2.5425 1.2923 -5.5508 0.0 0.0 0.0
C -0.6601 3.8654 -3.0058 0.4 -0.1 0.1
H 2.6695 2.7086 7.2559 0.0 0.0 0.0
C -3.4460 1.2157 2.2218 0.0 -0.1 0.0
C 1.5070 -2.8860 5.4994 0.1 0.0 0.1
C 4.7597 -0.1360 -0.3640 0.3 0.0 0.0
H -0.7019 -1.9334 -4.0543 -0.1 -0.1 0.1
N -1.0124 -4.3885 -2.4183 0.8 0.2 -0.7
C 2.9049 1.2285 -4.5125 0.1 -0.2 0.1
C -2.7793 -4.2711 -0.8203 -0.1 -0.5 -0.5
C -0.4901 -4.8741 -3.5256 -0.2 0.4 0.6
H 5.7304 3.1159 4.2983 0.1 0.0 -0.1
S 4.3621 -5.1073 0.4736 -0.1 0.0 0.0
N 0.3299 -1.0499 0.9251 -0.5 0.6 1.4
C -4.6514 -5.8390 -1.0191 0.3 -0.1 -0.3
C -1.8765 -0.2987 -3.8971 -0.4 -0.1 -0.2
H -3.8850 1.9615 1.5772 -0.1 0.1 -0.1
H -4.5836 -7.2134 -2.6511 -0.1 -0.1 -0.1
H -5.5927 -6.2059 -0.6322 -0.1 0.0 0.0
H 5.2404 -1.0616 -0.0812 0.0 -0.1 0.0
C 2.4861 2.2807 3.9144 -0.1 -0.1 -0.1
H 2.7039 0.2282 -4.1335 0.1 -0.1 -0.1
S 1.4921 -4.4022 0.6011 0.0 -0.6 0.6
C -2.7239 -2.6619 0.8103 -1.1 0.6 1.4
H 2.0785 4.2648 -3.4079 0.0 0.0 -0.1
C -3.9457 -3.0595 1.3379 1.1 0.9 0.1
H -0.7901 4.0471 -4.0654 0.2 0.0 0.0
C 5.5455 -4.7924 -0.7898 -0.6 0.2 0.0
C -1.5876 0.1986 -5.1713 0.0 0.1 0.0
C 3.5209 2.2557 -1.0818 0.0 0.0 0.0
H -0.4636 3.1312 0.7627 -0.1 0.1 -0.1
H -1.7319 1.8942 -6.4936 0.0 -0.1 -0.1
H -3.4740 2.4533 -2.6909 -0.1 0.0 0.1
H -2.7572 0.1506 -1.9946 -0.1 -0.1 0.1
C -1.9802 1.4713 -5.5310 0.2 -0.3 -0.1
N 1.6745 2.2757 1.2720 0.0 0.7 1.3
H -2.9030 5.3988 4.2980 0.0 0.0 0.0

119
Properties=species:S:1:pos:R:3:forces:R:3 method="wB97M-V/def2-TZVPD" spin_multiplicity=3 lumo_ev="-2.1 / -3.2" total_charge=+1
H -0.8099 -4.9925 2.3155 0.0 0.0 0.0
H 0.9432 -0.6456 2.7632 0.0 0.1 0.1
H -1.5928 -0.8577 -2.5928 0.0 0.0 0.0
C -4.6242 1.6132 0.6569 0.0 0.0 0.0
H 3.8960 5.2417 -2.8419 0.0 0.0 0.0
H -0.3119 -7.3695 -1.9925 0.0 0.0 0.0
H 1.1632 -3.3530 2.8296 0.0 0.0 0.0
C -4.7700 2.9434 0.3209 0.0 0.0 0.0
H -4.2503 -0.7708 1.2305 0.0 0.0 0.0
H -4.3879 -4.7102 2.8806 0.0 0.0 0.0
H 2.2929 6.8874 2.0382 0.0 0.0 0.0
H -1.8691 0.9144 4.0301 0.0 0.0 0.0
H 6.0333 4.1679 -2.1971 0.0 0.0 0.0
C -2.1738 3.0007 4.4307 0.0 0.0 0.0
C -0.4216 -6.8459 -1.0518 0.0 0.0 0.0
H -5.1241 -0.1025 -4.8859 0.0 0.0 0.0
H 4.8178 0.2154 1.7231 0.0 0.0 0.0
C -3.6294 -3.2393 1.5195 0.0 0.0 0.0
C -3.3103 -2.9245 0.2017 0.1 0.0 0.0
C -4.1240 -4.4940 1.8535 0.0 0.0 0.0
C 2.6680 -1.8735 2.2507 0.0 -0.1 -0.1
N -2.4247 1.5984 -0.2274 0.0 0.0 -0.1
H 0.7086 3.6203 -1.2071 0.2 0.0 -0.1
H 1.9633 5.1071 -1.4327 -0.1 -0.1 0.0
H 2.9235 -4.0524 -0.5427 0.0 0.0 0.0
H -1.7753 4.4236 -1.8120 -0.1 0.0 0.0
O -1.3925 -1.4924 -0.2448 -0.3 0.0 -0.9
H 3.2114 -2.0999 3.1720 0.0 0.0 0.0
C 1.4926 -2.6291 -1.3136 0.0 0.1 -0.1
C 4.8999 0.2183 0.6416 0.0 -0.1 -0.1
C -0.9454 -6.8661 1.2951 -0.1 0.0 0.0
H -5.4352 -1.4176 -0.8296 0.0 0.0 0.0
C 3.9607 4.6598 -1.9317 -0.1 0.0 0.0
C 1.9973 -1.7463 -3.4988 0.0 0.0 0.0
H -3.5127 -2.5047 2.3058 0.0 0.0 0.0
C 1.7629 3.6166 1.1639 0.0 0.1 -0.1
H 6.1588 2.9516 -0.0307 0.0 0.0 0.0
H 0.7376 7.1790 0.1474 0.0 0.0 0.0
H 2.3231 -3.9184 1.6237 0.0 -0.1 0.1
C -1.1253 4.4913 2.8637 0.0 0.0 0.0
H 3.4277 -1.8266 1.4661 0.0 0.0 0.0
H -1.0887 5.4489 0.4528 0.0 0.0 0.0
H -2.2494 5.1395 4.5650 0.0 0.0 0.0
O 1.9993 2.3539 1.7754 -0.1 -0.1 0.2
C -0.6992 -5.5022 1.3656 0.1 0.0 0.0
H -5.4266 1.0707 1.1360 0.0 0.0 0.0
C -0.8063 -7.5358 0.0890 0.0 0.0 0.0
H -1.2525 -7.4038 2.1825 0.0 0.0 0.0
C -1.8862 4.2869 4.0067 0.0 0.0 0.0
C -0.9182 2.1465 2.5638 0.0 -0.1 -0.1
C -2.5589 2.8931 -0.5675 0.1 0.0 0.0
H -2.7674 2.8336 5.3196 0.0 0.0 0.0
C 1.7461 -3.0533 1.9574 0.3 -0.1 0.1
H 2.4694 0.1332 3.1479 0.1 -0.1 0.0
H 7.2299 -0.0776 -1.7920 0.0 0.0 0.0
C 6.2600 0.0645 -1.3340 0.0 0.0 0.0
C 0.2254 3.7834 0.8934 0.0 -0.2 0.1
C -4.8201 -1.1290 -1.6749 0.0 0.0 0.0
C -0.0668 5.1103 0.2817 0.0 0.2 -0.1
C -2.6679 -0.8174 -2.6626 0.0 0.0 0.0
H -2.6581 -0.1734 -4.7095 0.0 0.0 0.0
H -4.0570 -5.9184 -1.2092 0.0 0.0 0.0
C -3.4315 0.9557 0.3829 0.0 -0.1 0.0
C -4.2945 -5.4578 0.8729 0.1 0.0 0.0
C -1.4215 3.5155 -1.3209 0.0 0.0 0.0
H 2.7796 4.5836 2.9182 0.0 0.0 0.0
H -5.6936 3.4656 0.5333 0.0 0.0 0.0
H -4.6910 -6.4315 1.1281 0.0 0.0 0.0
C -3.4538 -3.9145 -0.7669 0.0 0.0 0.0
Au -0.4099 0.7011 -0.4168 0.2 -0.1 0.3
C 1.9729 -0.5141 2.4228 -0.1 -0.1 -0.1
C 0.9085 6.1945 0.5616 -0.1 0.0 0.1
C 5.1588 4.0716 -1.5674 0.0 0.0 0.1
C 4.0971 3.2657 0.4264 0.0 0.1 0.0
C 2.8550 3.7940 0.0494 0.1 -0.1 0.1
H -0.8924 5.5059 2.5715 0.0 0.0 0.0
C 2.1246 4.7579 2.0761 0.0 0.1 0.0
C 6.1395 0.0374 0.0516 0.0 0.0 0.0
H -0.9992 -8.5993 0.0374 0.0 0.0 0.0
Sb 1.8872 0.7089 0.6817 -0.4 0.2 0.0
C 1.8045 6.0220 1.6071 0.0 0.0 0.0
H -3.7955 4.6326 -0.5914 0.0 0.0 0.0
H 5.2423 0.3003 -3.2070 0.0 0.0 0.0
C -0.1641 -5.4843 -0.9866 0.0 0.0 0.1
H -6.5065 -0.7336 -2.9289 0.0 0.0 0.0
C 3.8986 0.4493 -1.5418 0.0 0.0 0.0
C 3.1608 -2.4990 -3.5357 0.0 0.0 0.0
H -2.5658 -0.5041 1.6591 0.0 0.0 0.0
H 7.0139 -0.1203 0.6691 0.0 0.0 0.0
H -3.2050 -3.6910 -1.7980 0.0 0.0 0.0
C 3.4944 -3.3180 -2.4655 0.0 0.0 0.0
Sb 0.2389 -2.7849 0.3772 -0.1 0.1 0.6
C 2.8303 4.5438 -1.1290 0.0 0.0 -0.1
C 2.6605 -3.3900 -1.3589 0.0 0.1 0.0
H 0.1547 -4.9573 -1.8776 0.0 0.0 0.0
C -2.8144 -1.5340 -0.2129 -0.1 0.1 0.3
C -0.1294 3.8540 -0.5812 0.0 0.1 0.0
H -1.1755 2.8103 -2.1209 0.0 0.0 0.0
C -3.2811 -0.4766 0.8316 0.0 0.1 0.0
C -0.2965 -4.8105 0.2267 0.0 -0.1 -0.1
C -1.6766 1.9294 3.7032 0.0 0.0 0.0
C 5.2258 3.3884 -0.3630 0.0 0.1 0.0
C -5.4270 -0.7487 -2.8589 0.0 0.0 0.0
C -3.9412 -5.1686 -0.4378 0.0 0.0 0.0
H 4.4000 -3.9091 -2.4956 0.0 0.0 0.0
H 3.8094 -2.4519 -4.4005 0.0 0.0 0.0
H 4.1752 2.7452 1.3702 0.0 0.1 0.0
H 1.7341 -1.1106 -4.3348 0.0 0.0 0.0
C -0.6383 3.4303 2.0973 0.0 0.0 -0.1
C 1.1692 -1.8041 -2.3850 0.1 -0.1 -0.1
C 5.1447 0.2718 -2.1299 0.0 0.0 0.0
H -0.5553 1.2743 2.0381 0.0 0.0 0.0
H 3.0290 0.6184 -2.1662 0.0 0.0 0.0
H 0.2694 -1.2092 -2.3538 -0.1 0.0 0.0
C -3.7208 3.5936 -0.3033 0.0 0.0 0.1
C 3.7777 0.4260 -0.1586 0.1 -0.2 -0.1
C -3.2716 -0.4359 -3.8573 0.0 0.0 0.0
C -3.4307 -1.1628 -1.5609 0.1 0.0 0.0
C -4.6516 -0.3966 -3.9585 0.0 0.0 0.0

Q: Which energy relative to the best compared isomer or geometry (same formula, charge and spin) values were calculated for the entries above? A: 0.0; 4.6, in kcal/mol.